Record 1
{"formula": "C64H46N3OP2SSc", "method": "ωB97M-V with the def2-TZVPD basis set", "species": ["Sc", "O", "S", "C", "C", "C", "C", "C", "C", "C", "C", "C", "C", "P", "C", "C", "C", "C", "C", "C", "C", "C", "C", "C", "C", "C", "C", "C", "C", "C", "C", "C", "C", "C", "C", "C", "C", "C", "P", "C", "C", "C", "C", "C", "C", "C", "C", "C", "C", "C", "C", "C", "C", "H", "H", "H", "H", "H", "H", "H", "H", "H", "H", "H", "H", "H", "H", "H", "H", "H", "H", "H", "H", "H", "H", "H", "H", "H", "H", "H", "H", "H", "H", "H", "H", "H", "H", "H", "H", "N", "C", "C", "C", "C", "C", "C", "C", "C", "C", "C", "C", "C", "N", "C", "C", "C", "C", "N", "H", "H", "H", "H", "H", "H", "H", "H", "H", "H"], "xyz": [[-0.73, 0.14, -0.20], [1.96, -1.52, 0.32], [1.65, -0.14, 0.79], [2.06, -0.07, 2.49], [3.27, 0.47, 2.88], [3.71, 0.47, 4.22], [2.90, -0.12, 5.15], [3.10, -0.31, 6.63], [1.83, -1.05, 7.11], [1.05, -1.33, 5.85], [-0.09, -2.05, 5.65], [-0.57, -2.15, 4.34], [0.01, -1.53, 3.25], [-0.75, -1.84, 1.64], [-2.45, -1.28, 1.49], [-2.83, -1.23, 0.13], [-4.04, -0.66, -0.26], [-4.87, -0.12, 0.71], [-4.50, -0.17, 2.05], [-3.30, -0.74, 2.44], [-0.71, -3.63, 1.46], [0.53, -4.26, 1.47], [0.59, -5.64, 1.47], [-0.58, -6.39, 1.43], [-1.81, -5.76, 1.40], [-1.88, -4.37, 1.43], [1.21, -0.76, 3.44], [1.69, -0.72, 4.75], [2.57, 0.97, -0.22], [2.97, 2.20, 0.26], [3.77, 3.07, -0.50], [4.17, 2.64, -1.74], [5.08, 3.29, -2.74], [5.11, 2.31, -3.94], [4.18, 1.20, -3.56], [3.78, 0.09, -4.23], [2.78, -0.71, -3.64], [2.24, -0.51, -2.38], [0.68, -1.40, -2.03], [-0.33, -1.49, -3.55], [0.02, -2.30, -4.63], [-0.82, -2.43, -5.72], [-2.04, -1.77, -5.74], [-2.42, -0.99, -4.66], [-1.57, -0.86, -3.57], [1.05, -3.17, -1.81], [2.35, -3.61, -1.60], [2.62, -4.97, -1.54], [1.59, -5.89, -1.69], [0.29, -5.45, -1.88], [0.02, -4.09, -1.95], [2.79, 0.56, -1.58], [3.68, 1.42, -2.25], [3.92, 0.91, 2.14], [4.67, 0.90, 4.47], [3.24, 0.65, 7.14], [4.01, -0.89, 6.81], [1.24, -0.43, 7.79], [2.06, -1.97, 7.64], [-0.60, -2.56, 6.46], [-1.44, -2.77, 4.16], [-2.24, -1.76, -0.63], [-4.33, -0.66, -1.30], [-5.81, 0.33, 0.43], [-5.16, 0.26, 2.79], [-3.02, -0.73, 3.49], [1.45, -3.68, 1.49], [1.55, -6.13, 1.49], [-0.53, -7.47, 1.43], [-2.72, -6.34, 1.37], [-2.85, -3.89, 1.43], [2.70, 2.49, 1.26], [4.08, 4.02, -0.09], [6.07, 3.45, -2.31], [4.70, 4.27, -3.03], [6.12, 1.93, -4.14], [4.78, 2.79, -4.86], [4.15, -0.16, -5.22], [2.39, -1.52, -4.24], [0.93, -2.88, -4.61], [-0.53, -3.06, -6.55], [-2.70, -1.88, -6.59], [-3.38, -0.49, -4.66], [-1.90, -0.21, -2.76], [3.16, -2.90, -1.49], [3.63, -5.31, -1.39], [1.80, -6.95, -1.66], [-0.52, -6.16, -2.00], [-1.00, -3.77, -2.14], [-5.71, 9.18, -0.77], [-5.10, 8.21, -0.68], [-4.33, 7.00, -0.57], [-3.14, 7.01, 0.15], [-2.40, 5.84, 0.26], [-2.85, 4.67, -0.36], [-4.04, 4.68, -1.09], [-4.78, 5.84, -1.18], [-2.06, 3.42, -0.26], [-1.44, 2.97, -1.43], [-1.34, 3.72, -2.62], [-0.52, 3.01, -3.49], [-0.17, 1.85, -2.80], [-0.70, 1.79, -1.56], [-1.94, 2.82, 0.99], [-2.41, 3.36, 2.21], [-1.92, 2.56, 3.23], [-1.20, 1.55, 2.60], [-1.20, 1.65, 1.26], [-2.79, 7.92, 0.61], [-1.47, 5.84, 0.81], [-4.38, 3.78, -1.57], [-5.71, 5.85, -1.74], [-1.78, 4.68, -2.79], [-0.21, 3.28, -4.48], [0.46, 1.06, -3.18], [-3.02, 4.24, 2.31], [-2.06, 2.68, 4.29], [-0.69, 0.74, 3.09]], "total_charge": 2, "orbital_gap_ev": 6.773}

=====

Record 2
{"formula": "C64H51ClIN4O23S", "method": "ωB97M-V with the def2-TZVPD basis set", "species": ["C", "C", "O", "O", "C", "O", "C", "N", "C", "N", "C", "N", "I", "N", "C", "C", "C", "C", "S", "O", "O", "Cl", "H", "H", "H", "H", "H", "H", "H", "H", "H", "H", "H", "H", "H", "H", "H", "C", "C", "C", "O", "C", "C", "C", "O", "H", "H", "H", "H", "C", "C", "C", "O", "C", "C", "C", "O", "H", "H", "H", "H", "C", "C", "C", "O", "C", "C", "C", "O", "H", "H", "H", "H", "C", "C", "C", "O", "C", "C", "C", "O", "H", "H", "H", "H", "C", "C", "C", "O", "C", "C", "C", "O", "H", "H", "H", "H", "C", "C", "C", "O", "C", "C", "C", "O", "H", "H", "H", "H", "C", "C", "C", "O", "C", "C", "C", "O", "H", "H", "H", "H", "C", "C", "C", "O", "C", "C", "C", "O", "H", "H", "H", "H", "C", "C", "C", "O", "C", "C", "C", "O", "H", "H", "H", "H"], "xyz": [[-0.62, -1.58, -2.56], [0.71, -1.04, -3.40], [0.95, 0.29, -3.28], [1.51, -1.95, -4.23], [2.95, -1.85, -3.96], [3.64, -0.72, -4.28], [3.86, -3.07, -3.32], [3.70, -3.26, -1.83], [4.80, -2.78, -0.91], [4.53, -3.08, 0.58], [3.16, -3.76, 0.40], [2.43, -4.26, 1.49], [3.30, -4.09, 3.38], [2.68, -3.83, -1.06], [1.38, -4.41, -1.58], [1.29, -6.04, -1.57], [-0.25, -6.46, -1.10], [-1.40, -6.00, -2.17], [-2.65, -7.42, -2.37], [-3.83, -7.03, -3.32], [-1.98, -8.71, -2.96], [-3.59, -7.85, -0.50], [-1.58, -1.07, -3.06], [-0.71, -2.75, -2.58], [-0.52, -1.13, -1.47], [5.01, -2.80, -3.50], [3.60, -4.07, -3.90], [5.78, -2.24, -1.26], [1.48, -4.71, 1.38], [0.50, -4.01, -0.88], [1.16, -4.00, -2.65], [2.11, -6.58, -0.92], [1.36, -6.39, -2.71], [-0.35, -7.64, -0.94], [-0.48, -5.98, -0.05], [-0.99, -5.75, -3.24], [-2.04, -5.07, -1.80], [5.05, 1.51, 0.65], [4.00, 1.89, 1.38], [2.67, 2.09, 0.77], [1.71, 2.45, 1.44], [2.54, 1.84, -0.68], [3.59, 1.46, -1.41], [4.92, 1.26, -0.80], [5.88, 0.90, -1.47], [6.03, 1.36, 1.08], [4.07, 2.08, 2.44], [1.56, 1.99, -1.12], [3.52, 1.27, -2.48], [-3.41, 1.86, 3.94], [-3.60, 1.40, 2.71], [-2.46, 1.12, 1.81], [-2.64, 0.70, 0.67], [-1.11, 1.38, 2.34], [-0.92, 1.84, 3.57], [-2.06, 2.12, 4.47], [-1.89, 2.54, 5.61], [-4.24, 2.07, 4.62], [-4.59, 1.21, 2.31], [-0.28, 1.17, 1.67], [0.07, 2.03, 3.97], [-6.19, 4.31, 4.80], [-6.03, 5.62, 5.00], [-6.30, 6.60, 3.94], [-6.14, 7.80, 4.12], [-6.76, 6.08, 2.64], [-6.93, 4.77, 2.43], [-6.66, 3.79, 3.50], [-6.81, 2.59, 3.31], [-6.00, 3.57, 5.57], [-5.69, 6.01, 5.95], [-6.96, 6.82, 1.86], [-7.27, 4.38, 1.48], [-3.39, -7.79, -9.33], [-2.58, -7.23, -8.43], [-2.96, -7.12, -7.01], [-2.22, -6.61, -6.19], [-4.28, -7.66, -6.62], [-5.10, -8.22, -7.52], [-4.71, -8.33, -8.94], [-5.46, -8.85, -9.76], [-3.13, -7.88, -10.38], [-1.61, -6.83, -8.70], [-4.55, -7.57, -5.58], [-6.07, -8.62, -7.25], [3.17, -6.39, -6.25], [2.98, -6.85, -7.49], [4.12, -7.13, -8.39], [3.95, -7.55, -9.52], [5.47, -6.87, -7.86], [5.66, -6.41, -6.62], [4.52, -6.13, -5.72], [4.70, -5.71, -4.59], [2.34, -6.18, -5.58], [1.99, -7.04, -7.89], [6.30, -7.08, -8.53], [6.65, -6.22, -6.22], [1.13, 3.60, 8.43], [0.94, 3.13, 7.20], [2.08, 2.86, 6.30], [1.91, 2.44, 5.16], [3.43, 3.11, 6.83], [3.62, 3.58, 8.06], [2.48, 3.85, 8.96], [2.66, 4.28, 10.10], [0.30, 3.81, 9.11], [-0.05, 2.94, 6.80], [4.26, 2.90, 6.16], [4.61, 3.77, 8.46], [-9.83, 9.00, 2.68], [-10.67, 10.02, 2.86], [-10.93, 10.99, 1.77], [-11.71, 11.93, 1.93], [-10.23, 10.79, 0.49], [-9.38, 9.77, 0.32], [-9.12, 8.80, 1.40], [-8.35, 7.86, 1.24], [-9.62, 8.28, 3.47], [-11.20, 10.18, 3.79], [-10.43, 11.51, -0.29], [-8.85, 9.61, -0.61], [-1.71, 7.83, 6.93], [-0.78, 8.29, 6.10], [-0.18, 7.43, 5.06], [0.68, 7.86, 4.30], [-0.67, 6.04, 4.97], [-1.60, 5.58, 5.80], [-2.20, 6.43, 6.84], [-3.06, 6.01, 7.60], [-2.16, 8.44, 7.70], [-0.41, 9.31, 6.16], [-0.22, 5.43, 4.20], [-1.97, 4.56, 5.74], [10.50, -1.97, -0.19], [11.33, -2.00, -1.24], [10.89, -1.59, -2.58], [11.65, -1.61, -3.54], [9.48, -1.16, -2.73], [8.65, -1.13, -1.69], [9.09, -1.54, -0.34], [8.33, -1.52, 0.61], [10.81, -2.27, 0.80], [12.36, -2.31, -1.14], [9.17, -0.86, -3.73], [7.61, -0.82, -1.78]], "relative_energy_ev": 11.677, "total_charge": 1, "orbital_gap_ev": 6.926}

=====

Record 3
{"formula": "C64H52Cl5GeN10O3RbSSi", "method": "ωB97M-V with the def2-TZVPD basis set", "species": ["Rb", "S", "N", "C", "C", "C", "C", "C", "N", "C", "C", "N", "C", "C", "C", "C", "C", "N", "H", "H", "H", "H", "H", "H", "Cl", "C", "C", "Cl", "C", "Cl", "C", "O", "C", "Cl", "C", "Cl", "O", "N", "O", "C", "C", "C", "C", "C", "C", "N", "C", "C", "N", "C", "C", "C", "C", "H", "H", "H", "H", "H", "H", "H", "C", "Si", "C", "N", "C", "C", "C", "C", "C", "C", "C", "C", "C", "C", "C", "C", "C", "C", "C", "C", "C", "H", "H", "H", "H", "H", "H", "H", "H", "H", "H", "H", "H", "H", "H", "H", "H", "H", "H", "H", "H", "H", "H", "H", "H", "N", "C", "C", "N", "C", "H", "H", "H", "H", "Ge", "C", "C", "C", "C", "C", "C", "C", "C", "C", "C", "C", "C", "H", "H", "H", "H", "H", "H", "H", "H", "H", "H", "H"], "xyz": [[-0.04, 0.35, 0.26], [8.39, 0.36, 2.12], [7.47, 1.50, 1.44], [6.24, 1.03, 1.46], [5.07, 1.72, 0.96], [5.12, 3.01, 0.41], [3.95, 3.59, -0.02], [2.76, 2.88, 0.11], [2.70, 1.66, 0.62], [3.83, 1.07, 1.04], [3.72, -0.28, 1.63], [2.50, -0.84, 1.67], [2.37, -2.02, 2.25], [3.43, -2.73, 2.81], [4.69, -2.19, 2.74], [4.85, -0.93, 2.15], [6.14, -0.27, 2.05], [7.28, -0.76, 2.46], [6.07, 3.51, 0.33], [3.94, 4.59, -0.45], [1.81, 3.30, -0.25], [1.35, -2.41, 2.29], [3.25, -3.69, 3.29], [5.56, -2.69, 3.15], [-4.77, 6.28, 0.81], [-3.56, 5.16, 0.31], [-3.61, 3.83, 0.70], [-4.92, 3.30, 1.70], [-2.63, 2.93, 0.30], [-2.71, 1.27, 0.81], [-1.52, 3.30, -0.53], [-0.62, 2.48, -0.90], [-1.52, 4.68, -0.90], [-0.18, 5.18, -1.88], [-2.49, 5.58, -0.50], [-2.40, 7.23, -0.99], [-0.35, -1.51, 8.48], [-1.16, -1.62, 7.58], [-2.23, -2.20, 7.70], [-0.86, -0.95, 6.29], [-0.03, 0.13, 6.39], [0.26, 0.92, 5.24], [1.02, 2.11, 5.30], [1.17, 2.87, 4.18], [0.55, 2.44, 3.00], [-0.11, 1.31, 2.90], [-0.24, 0.54, 3.99], [-0.93, -0.75, 3.86], [-1.07, -1.25, 2.66], [-1.70, -2.53, 2.47], [-2.38, -3.11, 3.64], [-2.22, -2.59, 4.87], [-1.36, -1.43, 5.06], [0.37, 0.41, 7.35], [1.45, 2.41, 6.25], [1.73, 3.80, 4.19], [0.57, 3.06, 2.10], [-0.93, -3.22, 2.07], [-3.01, -3.98, 3.49], [-2.71, -3.02, 5.71], [1.82, 0.54, -2.52], [1.01, -0.07, -4.05], [-0.85, 0.33, -4.10], [-1.70, -0.34, -3.12], [-2.83, 0.44, -2.62], [-3.93, 0.63, -3.68], [-4.06, -0.63, -4.55], [-3.57, -1.87, -3.79], [-2.08, -1.73, -3.43], [1.33, -1.90, -4.31], [1.21, -2.41, -5.54], [1.60, -3.80, -5.87], [2.20, -4.59, -4.99], [2.40, -4.20, -3.56], [1.76, -2.81, -3.18], [1.75, 0.84, -5.53], [1.04, 1.80, -6.26], [1.64, 2.46, -7.34], [2.95, 2.17, -7.69], [3.67, 1.22, -6.97], [3.07, 0.57, -5.91], [2.10, 1.59, -2.43], [1.88, -0.02, -1.59], [-1.15, 0.13, -5.15], [-0.91, 1.42, -3.94], [-2.46, 1.39, -2.26], [-3.24, -0.09, -1.76], [-3.69, 1.49, -4.30], [-4.88, 0.85, -3.17], [-3.45, -0.52, -5.46], [-5.09, -0.77, -4.88], [-3.72, -2.77, -4.39], [-4.17, -1.98, -2.88], [-1.48, -2.06, -4.28], [-1.85, -2.39, -2.59], [0.88, -1.78, -6.37], [1.47, -4.13, -6.90], [2.57, -5.57, -5.29], [3.44, -4.34, -3.27], [2.36, -2.27, -2.44], [0.02, 2.05, -6.00], [1.07, 3.20, -7.89], [3.41, 2.68, -8.53], [4.69, 1.00, -7.25], [3.64, -0.18, -5.35], [1.86, -5.12, -1.25], [1.40, -4.90, -2.62], [0.61, -3.56, -2.44], [0.51, -3.30, -0.99], [1.21, -4.21, -0.43], [2.14, -6.02, -0.92], [0.89, -5.78, -3.02], [-0.35, -3.49, -2.93], [1.34, -4.30, 0.65], [-2.78, -2.49, 0.75], [-4.58, -1.79, 0.98], [-5.57, -2.01, 0.02], [-6.83, -1.44, 0.17], [-7.11, -0.66, 1.29], [-6.14, -0.47, 2.26], [-4.88, -1.02, 2.10], [-2.71, -4.33, 0.06], [-1.98, -5.33, 0.71], [-1.88, -6.61, 0.18], [-2.52, -6.92, -1.01], [-3.26, -5.95, -1.67], [-3.35, -4.66, -1.14], [-1.92, -1.63, -0.18], [-5.38, -2.63, -0.84], [-7.59, -1.61, -0.58], [-8.09, -0.22, 1.41], [-6.36, 0.13, 3.14], [-4.13, -0.86, 2.87], [-1.48, -5.12, 1.65], [-1.30, -7.36, 0.71], [-2.45, -7.92, -1.42], [-3.76, -6.18, -2.60], [-3.91, -3.91, -1.69]], "relative_energy_ev": 2.405, "total_charge": 0, "orbital_gap_ev": [6.192, 5.220]}